(1)
An isolated ion of composition C4H9N2O2 and charge -1 in a non-equilibrium geometry, computed with ωB97M-V with the def2-TZVPD basis set.

```
17
Properties=species:S:1:pos:R:3:forces:R:3:lowdin_charge:R:1
N -2.837386 0.194847 -0.236954 0.3 0.1 -0.1 -0.17
C -1.990160 0.526168 0.882753 -1.0 -0.3 -0.4 -0.41
C -0.625662 1.161282 0.451769 -0.7 1.3 -0.4 -0.23
N -0.348051 0.686160 -0.884734 1.2 -1.8 0.2 -0.06
C 0.614855 -0.310782 -1.148920 -2.3 1.7 -2.2 -0.05
C 1.556227 -0.859682 0.211795 3.5 -1.1 2.7 -0.72
O 2.216384 0.158225 0.622523 -0.9 0.1 -0.5 -0.05
O 2.123690 -1.944594 -0.176632 -1.1 0.5 -0.6 -0.05
H -3.454327 0.990205 -0.400855 0.1 0.0 -0.1 -0.06
H -2.509131 1.211234 1.571469 0.4 0.0 0.2 0.08
H 0.653024 -1.069857 0.854772 -0.5 0.2 -0.5 0.17
H -1.780395 -0.405122 1.414712 0.2 0.0 0.3 0.07
H -0.760694 2.239430 0.340225 -0.2 0.2 0.4 0.10
H 0.162293 1.010967 1.168205 0.6 -0.2 -0.1 0.08
H -1.310569 0.319672 -1.150587 -0.5 -0.1 0.4 0.06
H 1.355559 0.070334 -1.839413 0.9 -0.3 0.7 0.11
H 0.173439 -1.229247 -1.527080 0.0 -0.1 0.0 0.11
```
Forces are in eV/Å.

The spin multiplicity is 1. Its total charge is -1. As for the HOMO-LUMO gap: 4.6 eV. Its energy above the lowest of the compared OMol25 structures with the same formula, charge and spin is 159.06 kcal/mol.

=====

(2)
An isolated ion of composition C4H9N2O2 and charge +1 in a non-equilibrium geometry, computed with ωB97M-V with the def2-TZVPD basis set.

```
17
Properties=species:S:1:pos:R:3:forces:R:3:lowdin_charge:R:1
C -1.339338 0.361370 -0.850893 3.4 0.8 -0.2 -0.30
C -0.160254 0.390938 -1.950243 -1.9 0.2 0.6 -0.05
C -0.614830 0.190637 0.511511 1.0 -1.2 -0.9 -0.27
C 0.824627 -0.312887 0.004456 -1.4 2.6 -0.3 -0.23
N -1.309896 -0.819315 1.241861 -1.8 0.8 1.9 0.04
N 1.812488 0.199916 1.024452 -1.3 0.2 1.8 0.24
O -2.502281 0.279754 -0.966361 -1.3 0.1 -0.7 0.18
O 1.080358 0.318298 -1.262066 -0.3 -0.5 2.0 -0.06
H -0.325901 -0.493746 -2.554797 0.1 -0.1 -0.5 0.14
H -0.191569 1.313072 -2.524435 0.0 -0.1 -0.2 0.14
H -0.526996 1.066476 1.201417 0.0 -0.3 -1.0 0.17
H 0.962283 -1.385763 -0.062652 -0.1 -0.3 0.2 0.17
H -2.203545 -0.310486 1.590694 1.8 -1.8 -0.7 0.15
H -1.577560 -1.630847 0.678153 -0.1 0.5 0.2 0.10
H 2.745578 0.074598 0.691201 1.1 0.2 -0.3 0.16
H 1.684005 -0.460653 1.848120 0.3 1.1 -0.8 0.21
H 1.642831 1.218638 1.379584 0.4 -2.2 -1.1 0.23
```
Forces are in eV/Å.

The spin multiplicity is 1. Its total charge is +1. As for the SMILES: N[C@@H]1C(=O)CO[C@H]1[NH3+]. As for the HOMO-LUMO gap: 9.4 eV. Its energy above the lowest of the compared OMol25 structures with the same formula, charge and spin is 46.51 kcal/mol.

=====

(3)
An isolated ion of composition C4H9N2O2 and charge +1 in a non-equilibrium geometry, computed with ωB97M-V with the def2-TZVPD basis set.

```
17
Properties=species:S:1:pos:R:3:forces:R:3:lowdin_charge:R:1
N 2.170563 1.082568 -1.206586 -0.7 -0.1 -0.6 0.20
C 0.745161 0.716768 -0.897414 0.4 0.2 0.8 -0.04
C 0.860476 -0.468699 0.058182 -0.4 0.3 -0.1 -0.48
N -0.277988 -0.881085 0.630582 0.3 -0.7 -0.2 0.10
C -1.648044 -0.459825 0.373849 0.2 0.0 1.3 -0.12
C -2.468973 -0.753625 1.667634 0.7 0.0 -1.2 -0.21
O -2.319502 -0.035669 2.604197 -0.4 -0.2 0.4 0.11
O 1.970663 -0.918553 0.268418 0.0 -0.3 0.0 0.09
H 2.639133 1.395212 -0.356878 0.2 0.0 0.0 0.18
H 2.653598 0.239855 -1.532749 0.2 0.0 0.2 0.17
H 2.193093 1.801587 -1.928954 0.2 0.1 0.1 0.18
H 0.317250 1.552990 -0.341004 -0.2 0.1 -0.4 0.15
H 0.204341 0.482891 -1.810317 0.0 0.1 0.0 0.15
H -0.159140 -1.786602 1.062133 0.0 0.0 0.4 0.17
H -2.057451 -0.924027 -0.490787 -0.4 -0.5 -0.8 0.11
H -1.720177 0.605131 0.316522 0.2 0.8 -0.4 0.11
H -3.102997 -1.648925 1.583166 -0.3 0.0 0.6 0.13
```
Forces are in eV/Å.

The spin multiplicity is 1. Its total charge is +1. As for the SMILES: [NH3+]CC(=O)NCC=O. As for the HOMO-LUMO gap: 9.8 eV. Its energy above the lowest of the compared OMol25 structures with the same formula, charge and spin is 21.94 kcal/mol.

=====

(4)
An isolated ion of composition C4H9N2O2 and charge +1 in a non-equilibrium geometry, computed with ωB97M-V with the def2-TZVPD basis set.

```
17
Properties=species:S:1:pos:R:3:forces:R:3:lowdin_charge:R:1
C 1.791185 -0.695724 0.218157 -1.5 0.2 0.8 -0.27
C -0.398533 -1.384346 -0.976027 -0.4 1.7 -1.4 0.01
C -0.105167 1.967269 0.773686 -0.4 1.7 0.8 -0.05
C 0.253660 -0.074570 -0.526476 -2.1 -0.6 1.3 -0.18
N 2.817700 -0.452118 -0.340487 0.1 1.1 -0.8 0.05
N -0.394205 0.634885 0.449775 -0.3 -2.3 -1.4 -0.02
O 1.362996 -1.277218 1.300100 0.8 -1.1 0.6 0.17
O 3.432144 0.123738 -1.162728 1.0 -0.1 -0.6 0.19
H -0.875491 -1.709401 -0.082497 -0.8 -1.1 0.1 0.08
H 0.304511 -2.055063 -1.406136 1.0 -0.8 0.4 0.08
H -1.047114 -1.282192 -1.914372 0.2 0.5 1.7 0.14
H -0.960213 2.511895 1.304293 1.2 -1.2 -0.4 0.14
H 0.801733 1.938143 1.410326 -0.2 1.0 -0.6 0.12
H -0.123482 2.398412 -0.206931 1.2 1.4 -0.2 0.10
H 0.838682 0.415180 -1.227478 0.3 1.9 -1.5 0.12
H 2.019516 -1.975319 1.370249 0.0 -1.0 1.4 0.16
H -1.151426 0.293383 1.015080 0.0 -1.3 -0.3 0.16
```
Forces are in eV/Å.

The spin multiplicity is 1. Its total charge is +1. As for the SMILES: CN[C@H](C)C(O)=[N+]=O. As for the HOMO-LUMO gap (spin up / spin down): 7.7 / 7.6 eV. Its energy above the lowest of the compared OMol25 structures with the same formula, charge and spin is 148.90 kcal/mol.

=====

(5)
A 2-piece molecular cluster, C4H9N2O5P overall in a non-equilibrium geometry, computed with ωB97M-V with the def2-TZVPD basis set.

```
21
Properties=species:S:1:pos:R:3:forces:R:3:lowdin_charge:R:1
C 1.994240 2.098031 -0.142517 -0.8 2.4 0.3 -0.54
C -1.016687 1.206479 1.263146 -0.8 0.5 0.4 -0.20
C 1.277054 1.842376 1.242014 -0.1 -0.4 -2.8 -0.06
C -0.227170 2.171909 0.892028 2.3 -1.5 2.0 -0.02
N -0.317554 -2.213769 -2.033712 6.3 2.4 0.6 -0.02
N -1.086377 -2.852486 0.428568 -0.6 3.0 -0.1 0.01
O 2.553140 3.165064 -0.364457 -0.1 -1.6 0.4 0.06
O 1.639829 1.275786 -1.111489 -0.4 -1.5 0.9 0.06
O 0.450008 -0.687653 -0.051887 -0.2 -0.7 0.4 -0.27
O -1.991441 -0.863887 -0.908866 1.2 -1.1 -2.2 -0.10
O -1.688726 0.318691 1.657178 0.5 0.7 -0.5 0.12
P -0.616518 -1.588004 -0.544862 -0.4 -0.2 -0.5 0.40
H 1.353146 0.815683 1.436535 0.0 -1.6 0.3 0.07
H 1.823953 2.291098 2.028947 -0.2 1.4 0.7 0.11
H 1.103282 0.474434 -0.673118 1.0 1.3 -1.0 0.05
H -0.270788 3.132887 0.488999 -1.3 1.1 -0.7 0.11
H -1.144454 -2.309488 -2.425868 -4.9 -1.0 -2.8 -0.02
H 0.192159 -1.427829 -2.617647 -1.0 -2.2 1.6 0.15
H -0.999276 -2.698953 1.403396 0.0 0.3 1.0 0.06
H -0.743751 -3.704227 0.191025 1.2 -3.0 -1.0 0.02
H -2.284069 -0.446144 -0.157413 -1.8 1.9 2.9 -0.01
```
Forces are in eV/Å.

The spin multiplicity is 1. As for the SMILES: O=C=CCC(=O)O.NP(N)(=O)O. As for the HOMO-LUMO gap: 9.6 eV. Its energy above the lowest of the compared OMol25 structures with the same formula, charge and spin is 0.00 kcal/mol.

=====

(6)
One molecule with the formula C4H9N2OP in a non-equilibrium geometry, computed with ωB97M-V with the def2-TZVPD basis set.

```
17
Properties=species:S:1:pos:R:3:forces:R:3:lowdin_charge:R:1
C -0.640448 0.445883 -0.132934 1.3 -0.5 -0.6 -0.37
C -1.252913 1.144125 -1.337464 -1.2 0.0 3.9 0.00
C 1.170081 -0.730579 -1.404245 1.2 1.2 -0.4 -0.15
C 0.437619 -0.343513 -0.192410 0.1 -0.6 2.2 -0.44
N -1.202069 -0.214947 2.058004 0.0 -1.9 0.4 -0.11
N 0.119852 -0.281409 2.533652 0.9 -2.2 -0.6 -0.30
O -1.364999 0.653474 1.003715 -0.6 1.6 -1.0 -0.10
P 1.167384 -1.155283 1.396776 -1.3 0.4 -1.4 0.91
H -0.517157 1.639117 -1.873199 1.3 0.4 -1.6 0.05
H -1.798612 0.313347 -1.750858 -0.6 0.5 -1.1 0.09
H -1.851035 1.958070 -0.830435 -0.1 -1.0 -1.1 0.11
H 0.616506 -0.546290 -2.301539 -0.3 0.0 -0.6 0.06
H 1.440213 -1.759976 -1.360460 0.1 -1.0 -0.1 0.05
H 2.142545 -0.177679 -1.493842 -0.7 -0.3 0.1 0.10
H -1.328395 -1.159376 1.605971 -0.2 0.8 0.8 0.12
H 2.342976 -0.369774 1.361522 0.0 0.4 0.3 -0.08
H 0.518452 0.584810 2.717748 0.1 2.1 0.7 0.04
```
Forces are in eV/Å.

The spin multiplicity is 1. As for the SMILES: Cc1o[nH][nH][pH]c1C. As for the HOMO-LUMO gap: 9.2 eV. Its energy above the lowest of the compared OMol25 structures with the same formula, charge and spin is 72.79 kcal/mol.

=====

(7)
A 2-piece molecular cluster, C4H9N2OP overall in a non-equilibrium geometry, computed with ωB97M-V with the def2-TZVPD basis set.

```
17
Properties=species:S:1:pos:R:3:forces:R:3:lowdin_charge:R:1
C 0.370802 1.526779 -2.249029 1.4 -1.0 2.4 -0.77
C 1.739572 1.077915 -2.649300 1.2 2.5 -1.0 -0.08
C -1.753668 -1.294849 3.271834 -0.8 -0.6 -1.7 -0.07
C -1.038903 -1.122153 1.969567 1.3 -2.3 -2.2 -0.08
N 0.443962 -1.765933 0.098878 -0.7 -0.3 1.6 -0.02
N -0.335694 -1.624094 1.131117 -1.0 1.6 0.5 -0.15
O -0.260285 2.313337 -2.851437 -1.5 1.4 -2.0 -0.01
P -0.349905 1.183168 -0.514913 -0.1 1.1 -0.3 0.83
H 1.967851 0.103801 -2.333524 0.2 -1.5 0.2 0.04
H 1.855623 1.259505 -3.768498 0.0 -0.5 1.4 0.10
H 2.510599 1.766609 -2.104209 -1.4 -1.0 -0.9 0.12
H -1.107128 -1.920097 3.919213 -0.7 1.1 0.4 0.09
H -2.703254 -1.854867 3.037902 1.1 0.0 0.0 0.09
H -2.235185 -0.337280 3.494975 1.0 0.0 1.1 0.07
H 0.204960 -2.657883 -0.357594 -0.2 0.5 0.2 0.04
H 0.752610 0.742950 0.214350 0.5 0.0 0.0 -0.14
H -0.061955 2.603091 -0.309332 -0.4 -0.9 0.2 -0.07
```
Forces are in eV/Å.

The spin multiplicity is 1. As for the HOMO-LUMO gap: 8.8 eV. Its energy above the lowest of the compared OMol25 structures with the same formula, charge and spin is 89.97 kcal/mol.

=====

(8)
An isolated ion of composition C4H9N2OS and charge -1 in a non-equilibrium geometry, computed with ωB97M-V with the def2-TZVPD basis set.

```
17
Properties=species:S:1:pos:R:3:forces:R:3:lowdin_charge:R:1
C 0.254960 -1.001370 -0.159644 -1.1 0.3 0.2 -0.24
N 1.186128 0.068760 0.129600 0.0 0.1 -0.5 0.07
C 2.537687 0.025295 0.196276 -0.2 -0.5 0.2 -0.64
N 3.055614 -1.270179 0.154026 -0.2 0.2 0.1 0.14
O 3.219483 1.016874 0.360372 0.6 0.4 0.1 0.02
C -1.157417 -0.602112 0.344701 0.1 -1.4 -1.7 -0.30
C -1.876704 0.365117 -0.640143 1.5 0.6 1.4 -0.86
S -3.548615 0.745021 -0.143341 -0.6 -0.2 -0.2 0.09
H 0.107771 -1.252783 -1.224424 0.5 0.5 -0.1 0.11
H 0.555444 -1.943452 0.281957 0.3 0.0 0.6 0.10
H 0.807965 1.004346 0.110693 0.0 -0.1 0.0 0.14
H 2.538530 -1.863775 -0.458358 -0.1 -0.6 -0.2 0.06
H 4.051608 -1.375421 0.101931 0.1 0.4 -0.1 0.09
H -1.708571 -1.543576 0.204601 -0.2 0.1 0.6 0.09
H -1.147271 -0.343352 1.396847 -0.2 0.3 0.1 0.09
H -1.323630 1.320607 -0.599989 0.1 -0.1 -0.3 0.02
H -1.667017 -0.065820 -1.627244 -0.6 0.1 -0.2 0.04
```
Forces are in eV/Å.

The spin multiplicity is 1. Its total charge is -1. As for the SMILES: NC(=O)NCCC[S-]. As for the HOMO-LUMO gap: 5.7 eV. Its energy above the lowest of the compared OMol25 structures with the same formula, charge and spin is 7.12 kcal/mol.

=====

(9)
One molecule with the formula C4H9N2P in a non-equilibrium geometry, computed with ωB97M-V with the def2-TZVPD basis set.

```
16
Properties=species:S:1:pos:R:3:forces:R:3:lowdin_charge:R:1
C 2.345917 1.438741 1.724384 -2.9 1.7 -1.8 0.09
C 0.887474 0.381802 -0.906631 -0.2 -1.6 -0.9 -0.40
C -0.700778 -1.962017 0.006258 -2.2 0.6 1.2 -0.33
C -1.890081 0.587682 -0.079549 0.6 2.2 0.9 -0.34
N 2.179449 1.500243 0.550923 -0.2 -0.4 2.0 -0.18
N 1.653539 1.552696 -0.517848 -0.6 1.0 -2.9 -0.07
P -0.283305 -0.166936 0.485468 -0.1 -0.8 0.2 0.83
H 3.108135 1.129214 2.251286 3.9 -1.5 2.6 -0.01
H 0.364082 0.608572 -1.910501 0.9 -0.5 1.6 0.10
H 1.632128 -0.498562 -1.019250 -1.2 1.1 -0.1 0.10
H -1.719026 -2.061919 0.630242 2.0 -0.1 -1.6 0.07
H -0.906449 -2.119724 -1.065259 -0.1 0.2 0.4 0.02
H -0.065716 -2.781186 0.350679 0.3 0.5 0.1 0.01
H -1.777220 1.747646 -0.092974 0.3 -1.9 -1.0 0.07
H -2.056963 0.031699 -0.983716 -0.7 0.7 -0.8 0.01
H -2.771186 0.612049 0.576489 0.4 -1.1 0.2 0.03
```
Forces are in eV/Å.

The spin multiplicity is 1. As for the HOMO-LUMO gap: 9.1 eV. Its energy above the lowest of the compared OMol25 structures with the same formula, charge and spin is 103.84 kcal/mol.

=====

(10)
One molecule with the formula C4H9N2P3 in a non-equilibrium geometry, computed with ωB97M-V with the def2-TZVPD basis set.

```
18
Properties=species:S:1:pos:R:3:forces:R:3:lowdin_charge:R:1
C 1.622576 -0.343897 0.187048 -3.5 5.5 -0.7 -0.55
C 0.397183 0.903472 0.042433 2.6 -4.4 0.9 -0.51
C -0.365847 -1.206972 0.156303 -0.8 0.2 1.4 -0.42
C -1.563423 -2.096155 0.218055 0.5 -1.5 4.4 -0.11
N 0.951185 -1.452698 0.272094 -2.4 -0.7 -0.7 0.05
N -0.741598 0.136267 0.156693 2.1 -0.4 -0.8 -0.36
P 3.385341 0.051497 0.090898 -0.5 0.6 0.6 0.78
P 0.311764 2.661470 0.214487 0.7 0.1 2.3 0.79
P -2.460507 0.676050 0.139661 1.4 1.5 -1.4 0.92
H -1.332933 -3.176139 0.489007 0.0 1.5 0.2 0.10
H -2.383704 -1.668055 0.976135 1.9 -1.3 -1.6 0.07
H -1.988499 -2.218946 -0.689971 -1.7 0.0 -3.1 0.02
H 3.645930 -0.441885 -1.169083 0.1 -0.2 -0.9 -0.14
H 3.818605 -1.137746 0.656704 0.2 -0.4 0.5 -0.13
H -0.397740 2.962636 -0.870480 -1.2 0.4 -1.9 -0.15
H 1.503376 2.891151 -0.403033 1.1 0.4 -0.4 -0.12
H -2.281961 1.497991 -1.080393 -0.5 -1.2 0.3 -0.07
H -2.119744 1.961959 0.613440 -0.1 -0.1 1.0 -0.15
```
Forces are in eV/Å.

The spin multiplicity is 1. As for the SMILES: Cc1nc(P)c(P)n1P. As for the HOMO-LUMO gap: 7.7 eV. Its energy above the lowest of the compared OMol25 structures with the same formula, charge and spin is 44.46 kcal/mol.

=====

Q: Number 5 is which compound?
A: C4H9N2O5P